Record 1
Computed, not measured: C25H23ClIN2OPPd as an isolated structure, with wB97M-V/def2-TZVPD.

Values from the calculation:
- Orbital gap: 3.685 eV
- Total charge: -2
- Highest occupied orbital energy: 0.4823 eV

The geometry in XYZ format:
```
55
Properties=species:S:1:pos:R:3:lowdin_charge:R:1
Pd 0.1917 0.9065 -0.0465 0.30
Cl 3.8261 7.1894 -0.2756 0.57
C 3.4767 5.4735 -0.5000 -0.64
C 4.4931 4.6381 -0.8751 -0.24
C 4.2510 3.2875 -1.0803 -0.67
I 5.8253 2.0597 -1.6865 0.77
C 2.9753 2.6490 -0.9197 -0.50
O 2.7723 1.4532 -1.1324 -0.11
C 1.8962 3.5909 -0.4858 -0.12
N 0.6460 3.0783 -0.3010 0.02
C -0.3358 3.9046 -0.0123 -0.18
C -0.1648 5.2835 0.1653 -0.08
C 1.0799 5.8208 0.0327 -0.07
C 2.1605 4.9803 -0.3101 -0.19
H 5.4875 5.0408 -1.0199 0.07
H -1.3164 3.4502 0.0834 0.03
H -1.0234 5.8987 0.4068 0.09
H 1.2537 6.8796 0.1702 0.07
C -4.1946 1.7307 -0.4555 -0.36
P -2.4080 1.1160 -0.2069 0.71
C -2.8480 -0.6265 -0.6275 -0.32
C -2.5739 1.0655 1.6389 -0.34
H -4.9273 1.1893 0.1594 0.01
H -4.4668 1.6116 -1.5085 0.01
H -4.2520 2.7962 -0.2141 0.00
H -3.7207 -0.9638 -0.0572 0.02
H -1.9980 -1.2748 -0.4263 -0.01
H -3.0790 -0.6825 -1.6943 0.03
H -3.3073 0.3066 1.9367 0.02
H -2.9189 2.0397 1.9978 0.02
H -1.6077 0.8343 2.0837 -0.01
N 0.1316 -0.9537 0.7268 -0.05
C 0.1693 -2.1778 0.4708 -0.43
C -0.0339 -3.2076 1.5715 -0.17
C 0.6596 -4.4152 1.6404 -0.06
C 0.5028 -5.2821 2.7182 -0.12
C -0.3709 -4.9638 3.7491 -0.14
C -1.0715 -3.7614 3.6919 -0.11
C -0.8964 -2.8964 2.6231 -0.04
C 0.4149 -2.7198 -0.9302 -0.18
C -0.1122 -3.9243 -1.3980 -0.07
C 0.0711 -4.3304 -2.7170 -0.13
C 0.8032 -3.5405 -3.5921 -0.14
C 1.3339 -2.3360 -3.1364 -0.10
C 1.1349 -1.9265 -1.8280 -0.04
H 1.3462 -4.6735 0.8420 0.11
H 1.0701 -6.2063 2.7533 0.08
H -0.4991 -5.6376 4.5889 0.08
H -1.7549 -3.4960 4.4918 0.09
H -1.3993 -1.9368 2.5768 0.10
H -0.6943 -4.5457 -0.7262 0.10
H -0.3643 -5.2633 -3.0604 0.08
H 0.9536 -3.8541 -4.6193 0.08
H 1.9052 -1.7063 -3.8094 0.09
H 1.5079 -0.9716 -1.4671 0.07
```



Record 2
Computed, not measured: C11H23N3O6Yb as an isolated structure at a distorted geometry, with wB97M-V/def2-TZVPD.

Values from the calculation:
- Orbital gap (alpha / beta): 7.185 / 7.076 eV
- 2S+1: 2
- Relative energy (zero: lowest compared OMol25 entry of this formula, charge and spin): 0.000 eV
- Total charge: +1
- Highest occupied orbital energy (alpha / beta): -10.6390 / -10.5276 eV

The geometry in XYZ format:
```
44
Properties=species:S:1:pos:R:3:lowdin_charge:R:1
O 2.7423 0.0159 -1.5787 -0.15
H 3.3478 0.7191 -1.8396 0.07
Yb 0.5623 0.1201 -0.1959 1.68
N -1.7791 -0.3355 -0.8614 -0.09
N 0.0622 -0.9533 -2.3285 -0.17
O -2.8951 0.0133 -0.0589 -0.10
O 1.0301 -0.8029 -3.1762 -0.17
C -2.2010 -0.8193 -2.0506 -0.25
C -1.1404 -1.1809 -2.9118 -0.29
C -3.5918 -1.1045 -2.4742 0.01
C -1.2510 -1.7486 -4.2706 -0.02
H -4.2664 -0.6636 -1.7503 0.08
H -3.7528 -2.1900 -2.5073 0.11
H -3.8027 -0.7056 -3.4760 0.11
H -0.3144 -2.2209 -4.6036 0.09
H -1.5181 -0.9897 -5.0245 0.10
H -2.0424 -2.5040 -4.2554 0.08
H -2.5405 0.0430 0.8551 0.08
H 1.9458 0.1319 -2.2207 0.00
O 0.4623 -2.4111 0.8729 -0.09
H 0.2730 -3.2216 0.3557 0.10
H 1.2823 -2.6896 1.3331 0.08
C 0.1682 2.2854 -0.7155 -0.31
H 0.3553 2.5001 0.3340 -0.06
H -0.8409 2.0895 -1.2246 0.01
H 1.0390 2.4578 -1.3884 -0.02
O -3.6380 2.8816 -0.2996 -0.08
H -3.4663 1.9179 -0.2490 0.00
H -3.2161 3.2613 0.4984 0.04
O -0.7770 -0.0631 2.0464 -0.15
C -0.0944 0.7713 3.0325 -0.13
C 1.3896 0.5603 3.0352 -0.26
C 2.2047 0.9748 4.0930 0.02
C 3.5882 0.7484 4.0176 -0.01
C 4.1072 0.1442 2.8632 -0.02
C 3.2305 -0.2111 1.8382 -0.11
N 1.9050 -0.0166 1.9490 -0.02
H -0.4335 -0.9747 2.1352 0.07
H -0.3398 1.8120 2.7765 0.14
H -0.5046 0.5547 4.0277 0.14
H 1.7167 1.4444 4.9368 0.13
H 4.2448 1.0346 4.8418 0.13
H 5.1759 -0.0363 2.7364 0.12
H 3.5732 -0.6386 0.8827 0.11
```



Record 3
Computed, not measured: one molecule with the formula C5H11NO, with wB97M-V/def2-TZVPD.

Values from the calculation:
- Orbital gap: 10.178 eV
- Relative energy (zero: lowest compared OMol25 entry of this formula, charge and spin): 0.631 eV
- SMILES string: CC(C)N(C)C=O
- Total charge: 0
- Highest occupied orbital energy: -9.2991 eV

The geometry in XYZ format:
```
18
Properties=species:S:1:pos:R:3:lowdin_charge:R:1
C -0.9615 -1.4946 -0.2259 -0.07
C -0.6145 -0.0171 -0.3959 -0.38
C -1.6099 0.8627 0.3795 -0.05
N 0.7871 0.3135 -0.0524 -0.11
C 1.7612 -0.6211 0.4805 -0.06
C 1.2224 1.5363 -0.4622 -0.34
O 0.5374 2.3712 -1.0235 0.01
H -1.0782 -1.7682 0.8294 0.08
H -1.9250 -1.6792 -0.7146 0.09
H -0.2292 -2.1657 -0.6844 0.07
H -0.7131 0.2384 -1.4576 0.14
H -1.1773 1.8389 0.6010 0.07
H -2.5022 1.0390 -0.2309 0.09
H -1.9285 0.3894 1.3158 0.08
H 1.4895 -0.9926 1.4737 0.09
H 1.9395 -1.4756 -0.1832 0.09
H 2.7122 -0.0867 0.5775 0.08
H 2.2900 1.7114 -0.2267 0.13
```



Record 4
Computed, not measured: one molecule with the formula C3H4N4O at a distorted geometry, with wB97M-V/def2-TZVPD.

Values from the calculation:
- Orbital gap: 9.385 eV
- Relative energy (zero: lowest compared OMol25 entry of this formula, charge and spin): 2.457 eV
- SMILES string: [H]/N=C1/C=NC(=O)N1N
- Total charge: 0
- Highest occupied orbital energy: -9.8144 eV

The geometry in XYZ format:
```
12
Properties=species:S:1:pos:R:3:lowdin_charge:R:1
H -0.2030 0.6773 -2.2140 0.06
N -0.9405 0.9870 -1.5405 0.16
C -0.6601 0.4406 -0.4113 -0.35
C -1.3073 0.9150 0.8274 -0.15
N -0.7478 0.5842 1.8806 0.15
C 0.4794 -0.3254 1.5233 -0.40
O 1.1949 -0.8870 2.2265 0.18
N 0.4121 -0.4136 0.0872 -0.11
N 1.2825 -1.1261 -0.6312 0.05
H -2.0579 1.8329 0.6527 0.17
H 1.7522 -0.6980 -1.4971 0.13
H 0.7954 -1.9869 -0.9037 0.11
```